Entry 1:
# C56H154N14O14

14 unconnected molecules or ions with the total composition C56H154N14O14 at a distorted geometry (ωB97M-V with the def2-TZVPD basis set, the Open Molecules 2025 dataset).

```
238
Properties=species:S:1:pos:R:3
C 29.925 29.421 -0.770
C 28.788 30.056 -1.534
C 28.079 29.069 -2.592
O 29.025 28.719 -3.622
C 28.806 27.383 -4.153
N 27.878 30.632 -0.554
H 29.587 28.560 -0.193
H 30.510 30.041 -0.091
H 30.552 29.071 -1.591
H 29.150 30.940 -2.060
H 27.218 29.505 -3.098
H 27.775 28.152 -2.087
H 28.010 27.347 -4.897
H 28.648 26.543 -3.476
H 29.697 27.120 -4.722
H 27.538 29.888 0.039
H 27.051 31.090 -0.908
C 20.366 31.749 3.883
C 21.826 31.417 3.287
C 22.074 31.768 1.772
O 21.354 30.852 0.877
C 21.735 31.013 -0.505
N 22.885 31.892 4.223
H 20.086 32.771 3.626
H 20.309 31.799 4.970
H 19.681 31.022 3.446
H 21.949 30.346 3.453
H 23.137 31.789 1.535
H 21.616 32.736 1.569
H 21.508 32.007 -0.891
H 21.270 30.273 -1.156
H 22.791 30.755 -0.574
H 23.134 32.860 4.078
H 23.772 31.427 4.096
C 25.586 28.316 4.098
C 25.821 29.590 3.277
C 25.121 29.635 1.908
O 25.661 28.625 1.066
C 25.125 28.512 -0.242
N 25.494 30.810 4.099
H 26.221 28.495 4.965
H 25.822 27.439 3.496
H 24.579 28.231 4.506
H 26.866 29.636 2.971
H 25.300 30.620 1.477
H 24.046 29.493 2.017
H 24.036 28.477 -0.219
H 25.511 27.629 -0.751
H 25.411 29.399 -0.807
H 25.947 30.775 5.001
H 25.751 31.687 3.668
C 26.260 35.848 -0.619
C 26.237 34.293 -0.456
C 25.852 33.716 -1.764
O 25.706 32.305 -1.688
C 24.814 31.730 -2.699
N 27.574 33.922 -0.119
H 26.932 36.111 -1.437
H 26.596 36.374 0.274
H 25.280 36.253 -0.871
H 25.503 34.019 0.302
H 26.497 34.029 -2.585
H 24.855 34.051 -2.048
H 24.820 30.647 -2.577
H 25.236 31.899 -3.690
H 23.758 32.000 -2.724
H 27.654 32.922 -0.240
H 28.214 34.247 -0.830
C 22.157 25.737 2.309
C 21.625 26.667 3.347
C 20.703 27.809 2.775
O 19.548 27.256 2.028
C 18.737 28.273 1.482
N 20.928 25.882 4.326
H 22.711 26.216 1.501
H 21.340 25.363 1.693
H 22.801 24.938 2.677
H 22.440 27.170 3.867
H 21.262 28.504 2.149
H 20.343 28.369 3.639
H 18.435 28.998 2.237
H 17.790 27.874 1.117
H 19.241 28.799 0.671
H 20.673 26.525 5.062
H 20.015 25.691 3.940
C 28.336 29.714 7.583
C 28.708 31.035 6.886
C 27.678 32.173 7.159
O 26.382 31.844 6.678
C 25.479 32.838 7.092
N 29.980 31.515 7.503
H 28.071 29.714 8.641
H 29.149 28.991 7.517
H 27.406 29.352 7.146
H 28.870 30.886 5.818
H 28.046 33.095 6.708
H 27.573 32.406 8.218
H 25.821 33.767 6.635
H 25.558 33.033 8.161
H 24.447 32.672 6.783
H 29.834 31.450 8.500
H 30.078 32.509 7.349
C 28.237 24.091 9.574
C 27.105 23.105 9.317
C 25.858 23.628 8.554
O 26.247 24.109 7.230
C 25.352 25.182 6.787
N 27.723 22.049 8.637
H 29.079 23.781 10.193
H 27.802 24.983 10.025
H 28.608 24.597 8.684
H 26.767 22.792 10.305
H 25.255 24.345 9.111
H 25.159 22.843 8.267
H 24.292 24.933 6.762
H 25.594 25.445 5.757
H 25.635 26.033 7.407
H 28.246 22.492 7.895
H 27.060 21.643 7.993
C 26.237 22.305 3.548
C 25.102 21.788 4.350
C 24.610 20.418 3.785
O 24.415 20.274 2.408
C 23.483 21.140 1.782
N 25.577 21.768 5.740
H 26.944 21.518 3.282
H 26.821 23.116 3.983
H 25.868 22.639 2.579
H 24.290 22.481 4.128
H 23.602 20.187 4.129
H 25.280 19.654 4.178
H 22.489 20.911 2.167
H 23.410 20.931 0.714
H 23.757 22.181 1.954
H 25.900 22.687 6.007
H 24.825 21.522 6.367
C 23.905 27.454 -4.822
C 22.722 28.411 -4.704
C 22.157 28.444 -3.281
O 21.935 27.149 -2.671
C 21.288 27.298 -1.442
N 23.181 29.682 -5.161
H 23.756 26.514 -4.291
H 24.859 27.836 -4.460
H 23.978 27.242 -5.889
H 21.933 28.058 -5.368
H 21.248 29.046 -3.264
H 22.901 29.007 -2.717
H 22.017 27.654 -0.715
H 20.980 26.337 -1.030
H 20.435 27.977 -1.446
H 23.350 29.635 -6.156
H 22.509 30.435 -5.121
C 22.861 27.856 7.081
C 21.969 28.921 6.435
C 20.490 28.975 6.873
O 19.891 27.729 6.325
C 18.483 27.886 6.208
N 22.638 30.196 6.651
H 22.424 26.857 7.062
H 23.083 28.102 8.119
H 23.864 27.806 6.658
H 22.004 28.659 5.378
H 19.952 29.861 6.536
H 20.378 28.931 7.957
H 17.978 27.770 7.167
H 18.031 27.115 5.585
H 18.182 28.800 5.696
H 22.610 30.783 5.830
H 23.622 30.159 6.876
C 31.465 30.664 3.087
C 31.215 29.086 3.068
C 29.782 28.636 3.117
O 29.599 27.268 3.077
C 29.888 26.551 4.197
N 31.893 28.608 1.873
H 31.096 31.284 3.904
H 31.005 31.085 2.193
H 32.531 30.873 2.995
H 31.643 28.580 3.933
H 29.332 28.867 2.152
H 29.216 29.133 3.905
H 28.998 26.426 4.813
H 30.703 26.971 4.787
H 30.329 25.582 3.963
H 31.681 27.623 1.944
H 31.438 28.890 1.017
C 23.586 35.111 1.978
C 23.017 35.615 3.296
C 21.506 35.740 3.251
O 21.072 36.674 2.238
C 21.316 38.048 2.484
N 23.488 34.746 4.323
H 23.250 35.741 1.155
H 23.339 34.081 1.721
H 24.676 35.085 2.006
H 23.419 36.625 3.373
H 21.028 35.921 4.214
H 20.944 34.847 2.977
H 22.399 38.145 2.398
H 20.984 38.445 3.443
H 20.831 38.601 1.679
H 24.497 34.778 4.370
H 23.092 35.092 5.185
C 28.570 32.618 3.466
C 27.308 33.408 3.659
C 27.604 34.922 3.783
O 26.316 35.656 4.000
C 26.533 37.036 3.994
N 26.434 33.043 2.580
H 29.350 32.917 4.166
H 29.117 32.790 2.539
H 28.356 31.560 3.621
H 26.841 33.146 4.608
H 28.166 35.254 2.910
H 28.246 35.140 4.637
H 26.770 37.332 2.972
H 27.276 37.374 4.716
H 25.588 37.532 4.216
H 25.610 33.626 2.637
H 26.774 33.278 1.658
C 28.820 25.064 0.171
C 27.455 25.699 0.187
C 26.295 24.793 -0.317
O 26.424 24.505 -1.710
C 25.257 24.083 -2.398
N 27.161 26.187 1.547
H 29.543 25.848 0.396
H 29.210 24.624 -0.747
H 28.863 24.298 0.946
H 27.518 26.516 -0.531
H 25.316 25.170 -0.022
H 26.180 23.845 0.208
H 24.565 24.924 -2.424
H 24.657 23.271 -1.986
H 25.399 23.933 -3.468
H 28.019 26.532 1.953
H 26.674 27.063 1.421
```

Summary:
F_max	2.74	eV Å⁻¹
E_HOMO	-8.4	eV
LUMO level	0.29	eV

Entry 2:
# C16H13BClF2MnO5

A molecular structure, C16H13BClF2MnO5 (ωB97M-V with the def2-TZVPD basis set, the Open Molecules 2025 dataset).

```
39
Properties=species:S:1:pos:R:3
Mn 0.348 -0.658 0.834
C -1.709 4.296 -3.820
O -1.818 3.008 -4.443
C -1.481 1.926 -3.750
C -1.613 0.706 -4.419
C -1.286 -0.448 -3.769
C -0.815 -0.479 -2.437
C -0.482 -1.741 -1.797
C -0.601 -3.071 -2.462
O -0.069 -1.770 -0.627
C -0.697 0.764 -1.803
O -0.244 0.862 -0.495
C -1.020 1.951 -2.434
H -2.032 5.015 -4.563
H -0.674 4.493 -3.543
H -2.361 4.348 -2.949
H -1.972 0.701 -5.440
H -1.397 -1.377 -4.309
H -0.961 -3.049 -3.484
H -1.268 -3.686 -1.857
H 0.381 -3.545 -2.435
H -0.920 2.901 -1.921
Cl 2.781 -1.632 7.533
C 2.211 -1.679 5.896
C 2.085 -2.924 5.241
C 1.639 -3.009 3.950
C 1.293 -1.848 3.239
O 0.869 -1.971 2.003
C 1.421 -0.604 3.901
C 1.097 0.600 3.263
O 0.675 0.689 2.081
C 1.887 -0.542 5.244
H 2.350 -3.824 5.783
H 1.543 -3.963 3.450
H 1.208 1.540 3.804
H 1.980 0.418 5.739
F 0.974 2.817 -0.038
B -0.135 2.141 0.120
F -1.189 2.641 0.713
```

Summary:
F_max	0.71	eV Å⁻¹
2S+1	4
E_HOMO (spin up / spin down)	-11.3 / -11.1	eV
LUMO level (spin up / spin down)	-3.65 / -3.77	eV
expectation value of S²	3.78
total charge	+1

Entry 3:
# C37H31AuBNOP2S

A molecular structure, C37H31AuBNOP2S (ωB97M-V with the def2-TZVPD basis set, the Open Molecules 2025 dataset).

```
75
Properties=species:S:1:pos:R:3
Au 0.609 -0.298 0.853
O -4.005 0.903 0.866
S -2.730 0.508 0.238
C -3.049 -0.802 -0.939
C -4.346 -0.940 -1.399
C -4.621 -1.873 -2.391
C -3.597 -2.643 -2.919
C -2.303 -2.524 -2.431
C -2.015 -1.609 -1.416
P -0.419 -1.802 -0.579
C 0.774 -2.346 -1.788
C 1.689 -3.353 -1.468
C 2.592 -3.781 -2.429
C 2.598 -3.196 -3.688
C 1.720 -2.158 -3.990
C 0.812 -1.725 -3.042
C -0.696 -3.103 0.640
C -0.914 -4.406 0.177
C -1.124 -5.424 1.089
C -1.114 -5.159 2.456
C -0.916 -3.868 2.920
C -0.713 -2.836 2.015
C -2.352 1.712 -1.047
C -3.342 2.131 -1.918
C -3.078 3.158 -2.812
C -1.830 3.770 -2.831
C -0.827 3.344 -1.977
C -1.092 2.315 -1.067
P 0.230 1.913 0.077
C 0.000 2.778 1.583
C 1.095 2.934 2.457
C 0.931 3.657 3.617
C -0.320 4.195 3.925
C -1.416 4.002 3.087
C -1.271 3.285 1.918
C 1.795 2.272 -0.675
C 2.343 1.345 -1.571
C 3.504 1.661 -2.251
C 4.113 2.894 -2.041
C 3.572 3.811 -1.148
C 2.414 3.508 -0.452
H -5.130 -0.339 -0.952
H -5.634 -1.992 -2.752
H -3.804 -3.363 -3.700
H -1.522 -3.154 -2.834
H 1.687 -3.807 -0.485
H 3.291 -4.573 -2.194
H 3.289 -3.551 -4.442
H 1.742 -1.696 -4.968
H 0.119 -0.925 -3.279
H -0.917 -4.624 -0.884
H -1.294 -6.431 0.732
H -1.264 -5.965 3.162
H -0.921 -3.658 3.981
H -0.589 -1.831 2.401
H -4.322 1.671 -1.890
H -3.849 3.484 -3.497
H -1.634 4.585 -3.515
H 0.144 3.819 -2.008
H 2.052 2.485 2.228
H 1.765 3.793 4.292
H -0.442 4.769 4.835
H -2.382 4.409 3.351
H -2.126 3.128 1.274
H 1.867 0.383 -1.729
H 3.939 0.950 -2.940
H 5.020 3.142 -2.577
H 4.053 4.768 -0.991
H 1.992 4.222 0.242
B 1.732 -0.388 5.280
C 1.644 -0.175 3.771
N 1.522 0.000 2.622
H 2.308 -1.445 5.448
H 0.593 -0.300 5.691
H 2.426 0.468 5.786
```

Summary:
F_max	0.69	eV Å⁻¹
E_HOMO	-14.0	eV
LUMO level	-9.08	eV
total charge	+2